# 1
Entry from the OMol25 dataset: an isolated molecule of C6H13BrOSi at a distorted geometry (the ωB97M-V functional and the def2-TZVPD basis).

The multiplicity is 1. Its structure (SMILES) is C[C@@H](Br)C(=O)[Si](C)(C)C. The orbital gap is 9.32 eV. As for the total energy: -86399.28944 eV. For the LUMO energy, the calculation gives 0.62 eV.

Each line ends with the Löwdin charge.
Cartesian coordinates (Å):
C 1.060 -0.640 2.400  -0.197
C 1.623 0.417 1.521  -0.730
Br 3.135 -0.079 0.385  0.629
C 0.275 1.200 0.611  -0.401
O -0.061 2.253 1.009  0.065
Si -0.476 0.125 -0.783  0.654
C -0.013 1.012 -2.469  -0.160
C 0.053 -1.752 -0.836  -0.158
C -2.428 0.381 -0.385  -0.188
H 0.437 -0.066 3.148  0.103
H 0.389 -1.304 1.916  0.021
H 1.815 -1.285 3.015  0.116
H 2.081 1.147 2.276  0.088
H 1.003 1.358 -2.369  0.015
H 0.143 0.316 -3.252  0.002
H -0.833 1.720 -2.689  0.039
H -0.648 -2.095 -1.588  0.029
H 1.035 -1.697 -1.200  -0.019
H -0.091 -2.141 0.154  0.005
H -2.741 -0.513 0.373  0.074
H -2.798 1.300 0.094  0.015
H -2.961 0.342 -1.332  -0.003

=====

# 2
Entry from the OMol25 dataset: a structure of composition C39H41IMoN4O3Si at a distorted geometry (the ωB97M-V functional and the def2-TZVPD basis).

Its charge is +2. The multiplicity is 1. The orbital gap (alpha / beta) is 4.34 / 4.18 eV. As for the total energy: -71027.55928 eV. For the LUMO energy (alpha / beta), the calculation gives -8.92 / -9.08 eV.

Each line ends with the Löwdin charge.
Cartesian coordinates (Å):
Mo -2.496 -12.246 -12.400  1.738
C -5.477 -14.388 -10.349  -0.074
C -4.329 -15.285 -10.640  -0.206
C -4.133 -16.309 -9.660  -0.006
C -3.599 -17.554 -10.102  -0.014
C -3.078 -17.602 -11.395  -0.018
C -2.979 -16.448 -12.204  -0.239
C -2.174 -16.581 -13.467  -0.021
C -3.596 -15.291 -11.846  -0.225
N -3.455 -14.177 -12.727  0.002
C -4.084 -14.326 -13.918  -0.503
O -4.961 -15.146 -14.211  0.133
C -3.779 -13.274 -14.908  -0.215
C -4.181 -13.296 -16.221  0.062
C -3.699 -12.330 -17.080  0.029
C -2.946 -11.276 -16.617  0.081
C -2.659 -11.267 -15.252  -0.167
N -2.968 -12.302 -14.462  0.010
C -1.984 -10.159 -14.630  -0.480
O -1.607 -9.150 -15.218  0.159
N -1.942 -10.317 -13.282  -0.022
C -1.274 -9.231 -12.606  -0.206
C 0.117 -9.145 -12.698  -0.212
C 0.969 -10.150 -13.421  -0.022
C 0.713 -8.037 -12.081  -0.020
C 0.000 -7.076 -11.351  -0.021
C -1.391 -7.115 -11.470  -0.027
C -2.076 -8.150 -12.119  -0.165
C -3.597 -8.142 -12.378  -0.025
H -6.393 -15.014 -10.281  0.117
H -5.744 -13.816 -11.273  -0.012
H -5.410 -13.664 -9.515  0.091
H -4.595 -16.233 -8.697  0.115
H -3.553 -18.423 -9.472  0.112
H -2.768 -18.577 -11.788  0.128
H -1.553 -17.501 -13.343  0.109
H -1.586 -15.725 -13.697  0.051
H -2.831 -16.724 -14.333  0.097
H -4.934 -14.076 -16.496  0.166
H -3.994 -12.315 -18.128  0.142
H -2.605 -10.409 -17.156  0.143
H 1.373 -9.750 -14.369  0.110
H 0.394 -11.085 -13.685  0.060
H 1.852 -10.447 -12.865  0.085
H 1.779 -7.968 -12.185  0.118
H 0.519 -6.269 -10.828  0.125
H -1.972 -6.257 -11.105  0.130
H -4.225 -8.515 -11.575  0.057
H -3.854 -8.728 -13.293  0.067
H -3.850 -7.108 -12.585  0.091
C 1.387 -12.365 -9.642  -0.131
Si -0.502 -12.475 -9.748  0.550
C -0.971 -10.707 -9.263  -0.164
C -1.305 -13.764 -8.655  -0.155
N -0.872 -12.834 -11.611  -0.172
C 0.033 -13.855 -12.075  -0.269
C 0.013 -15.103 -11.393  -0.068
C 1.237 -15.629 -11.084  -0.074
C 2.403 -15.134 -11.691  -0.059
C 2.299 -14.207 -12.730  -0.002
C 0.998 -13.870 -13.175  -0.187
O 0.641 -13.457 -14.433  -0.005
C 1.157 -14.179 -15.560  -0.211
C 1.694 -15.498 -15.606  -0.004
C 2.070 -16.042 -16.837  -0.055
C 2.205 -15.208 -17.949  -0.063
C 1.739 -13.891 -17.880  -0.055
C 1.150 -13.368 -16.699  -0.012
H 1.663 -11.314 -9.806  0.037
H 2.057 -13.038 -10.247  0.042
H 1.665 -12.522 -8.587  0.057
H -0.880 -10.588 -8.155  0.074
H -1.971 -10.417 -9.562  -0.006
H -0.290 -10.008 -9.822  0.042
H -1.197 -13.483 -7.584  0.064
H -0.894 -14.785 -8.897  0.049
H -2.404 -13.802 -8.846  0.027
H -0.943 -15.554 -11.054  0.121
H 1.374 -16.461 -10.412  0.121
H 3.388 -15.422 -11.321  0.129
H 3.121 -13.816 -13.313  0.142
H 1.651 -16.057 -14.693  0.105
H 2.263 -17.089 -16.944  0.110
H 2.565 -15.642 -18.874  0.114
H 1.789 -13.209 -18.711  0.104
H 0.812 -12.301 -16.595  0.129
I -5.912 -11.453 -12.655  0.870
C -4.029 -11.537 -11.230  -0.577
H -4.341 -12.127 -10.389  -0.039
H -3.926 -10.486 -10.852  -0.006

=====

# 3
Entry from the OMol25 dataset: a cluster of 2 separate species, C4H12O2S2 in total at a distorted geometry (the ωB97M-V functional and the def2-TZVPD basis).

The multiplicity is 1. Its structure (SMILES) is CSSCCCO.O. The orbital gap is 9.29 eV. As for the total energy: -30107.20596 eV. For the LUMO energy, the calculation gives 0.57 eV.

Each line ends with the Löwdin charge.
Cartesian coordinates (Å):
C 2.017 0.977 3.522  -0.458
S 1.916 -0.622 2.652  0.409
S 0.161 -0.819 1.659  0.453
C 0.692 -0.758 -0.116  -0.550
C -0.423 -0.835 -1.169  -0.230
C -0.026 -0.079 -2.468  -0.241
O 0.293 -0.967 -3.552  -0.071
H 1.589 1.815 3.006  0.023
H 1.588 0.841 4.534  0.032
H 3.102 1.140 3.638  0.029
H 1.402 0.047 -0.306  0.066
H 1.235 -1.669 -0.316  0.064
H -1.302 -0.384 -0.755  0.087
H -0.638 -1.880 -1.464  0.115
H -0.757 0.670 -2.816  0.116
H 0.868 0.482 -2.209  0.095
H 0.035 -1.829 -3.224  0.060
O -5.718 3.469 -4.026  -0.066
H -5.081 4.174 -3.969  0.020
H -5.694 2.913 -3.223  0.046